Here is a 4-piece molecular cluster, C2H10NO5 overall from OMol25. Energies are from ωB97M-V/def2-TZVPD.

```
18
Properties=species:S:1:pos:R:3:forces:R:3:nbo_charge:R:1
O 0.027272 1.917429 1.285996 0.37 0.02 0.88 -0.696
O 0.158205 -1.767026 -1.418302 0.29 0.24 -0.21 -0.909
O -2.385796 2.342814 4.345461 -0.79 -0.14 0.49 -0.949
O -0.442840 0.335385 -3.446201 -0.53 -0.40 -1.05 -0.992
O 2.635561 -1.459506 -2.201350 -0.08 0.14 -0.04 -1.019
N -0.125090 -0.010453 0.128716 -0.32 0.22 -0.27 -0.626
C -0.086154 -1.514166 -0.142340 -0.12 0.92 -0.23 0.153
C 0.312578 0.729400 1.151638 0.02 -0.72 -1.60 0.505
H 0.006534 -0.175813 -2.755087 -0.04 0.17 0.47 0.517
H -1.109986 -1.824495 0.137638 0.16 -0.35 0.39 0.104
H 1.044208 0.119104 1.713507 -0.14 0.49 0.78 0.092
H -2.789167 1.557605 3.964374 -0.01 0.03 -0.04 0.467
H -1.546356 2.399742 3.911713 0.86 0.12 -0.56 0.482
H 1.660693 -1.495104 -1.918069 0.24 -0.36 0.10 0.502
H 3.094165 -1.081073 -1.448041 -0.03 0.04 0.03 0.439
H -0.622958 0.507410 -0.586685 -0.21 -0.10 0.13 0.381
H 0.667522 -1.860201 0.597060 -0.12 -0.32 0.08 0.091
H -0.498392 1.278948 -3.320028 0.45 0.01 0.66 0.459
```
Positions in Å, forces in eV/Å.

Results
* energy above the lowest of the compared OMol25 structures with the same formula, charge and spin: 39.7 kcal/mol
* orbital gap: 7.905 eV
* energy: -13965.136 eV
* strongest force on any atom: 1.76 eV Å⁻¹
* LUMO level: 3.4 eV
* net charge: -1